[1]
{"formula": "C23H30BBrN6ORe", "method": "ωB97M-V with the def2-TZVPD basis set", "species": ["Re", "C", "C", "N", "N", "C", "B", "N", "C", "C", "C", "N", "N", "C", "C", "C", "N", "H", "H", "H", "H", "H", "H", "H", "H", "H", "H", "C", "C", "C", "C", "C", "C", "C", "Br", "C", "O", "C", "C", "C", "C", "C", "C", "H", "H", "H", "H", "H", "H", "H", "H", "H", "H", "H", "H", "H", "H", "H", "H", "H", "H", "H", "H"], "coordinates": [[1.611, -0.781, 1.702], [5.247, -2.348, 0.329], [4.423, -1.282, 0.606], [3.252, -1.739, 1.110], [3.328, -3.098, 1.159], [4.518, -3.477, 0.706], [2.177, -3.870, 1.844], [0.882, -3.546, 1.067], [-0.058, -4.338, 0.545], [-1.120, -3.557, 0.112], [-0.764, -2.259, 0.428], [0.451, -2.262, 1.002], [2.014, -3.252, 3.267], [2.006, -3.805, 4.476], [1.764, -2.820, 5.433], [1.623, -1.655, 4.717], [1.781, -1.912, 3.395], [6.241, -2.320, -0.081], [4.583, -0.226, 0.459], [4.788, -4.521, 0.685], [2.386, -5.037, 1.895], [0.082, -5.406, 0.524], [-2.026, -3.891, -0.361], [-1.296, -1.335, 0.265], [2.175, -4.863, 4.592], [1.706, -2.947, 6.500], [1.428, -0.652, 5.062], [-3.045, 3.421, -3.535], [-1.883, 2.502, -3.906], [-0.859, 3.305, -4.726], [-2.423, 1.337, -4.752], [-1.181, 1.932, -2.683], [-0.087, 1.066, -2.869], [0.569, 0.555, -1.785], [2.024, -0.614, -2.011], [0.160, 0.901, -0.479], [0.846, 0.427, 0.562], [-0.948, 1.737, -0.246], [-1.581, 2.229, -1.382], [-1.511, 2.128, 1.129], [-2.982, 1.682, 1.189], [-1.429, 3.659, 1.263], [-0.811, 1.535, 2.366], [-3.502, 3.800, -4.449], [-2.715, 4.286, -2.955], [-3.823, 2.896, -2.978], [-1.351, 3.721, -5.605], [-0.032, 2.686, -5.075], [-0.449, 4.132, -4.145], [-2.926, 1.737, -5.633], [-3.147, 0.744, -4.190], [-1.630, 0.675, -5.100], [0.241, 0.803, -3.864], [-2.430, 2.881, -1.250], [-3.584, 2.137, 0.405], [-3.414, 1.975, 2.147], [-3.074, 0.597, 1.096], [-1.991, 4.164, 0.479], [-0.396, 4.005, 1.215], [-1.849, 3.966, 2.222], [-0.860, 0.435, 2.388], [-1.348, 1.877, 3.251], [0.219, 1.881, 2.466]], "e_homo_ev": [-14.21, -14.56], "s_squared": 1.0363, "total_energy_ha": -3974.841157, "multiplicity": 2, "de_lowest_ev": 0.000, "fmax_ev_per_a": 0.75, "charge": 2}

[2]
{"formula": "C23H30CaF4LiN3O7S", "method": "ωB97M-V with the def2-TZVPD basis set", "species": ["C", "C", "C", "C", "C", "S", "C", "C", "C", "O", "C", "C", "C", "N", "C", "C", "F", "F", "F", "C", "C", "C", "O", "O", "N", "C", "C", "N", "H", "H", "H", "H", "H", "H", "H", "H", "H", "H", "H", "H", "H", "H", "H", "H", "H", "H", "H", "H", "H", "H", "C", "C", "O", "H", "H", "H", "H", "H", "Li", "Ca", "C", "C", "O", "C", "O", "O", "F", "H", "H", "H"], "coordinates": [[3.836, -2.106, -0.940], [3.126, -2.436, -2.249], [1.966, -1.434, -2.436], [0.753, -1.812, -1.603], [0.432, -1.122, -0.355], [1.421, 0.184, 0.299], [-0.708, -1.464, 0.345], [-1.122, -0.754, 1.614], [-2.035, 0.458, 1.243], [-2.025, 0.638, -0.158], [-3.162, 1.339, -0.687], [-2.695, 2.633, -1.365], [-1.579, -2.473, -0.162], [-2.728, -2.749, 0.499], [-3.532, -3.645, -0.037], [-4.848, -3.808, 0.754], [-4.601, -3.473, 2.070], [-5.240, -5.103, 0.815], [-5.808, -3.032, 0.352], [-3.215, -4.331, -1.244], [-4.124, -5.347, -1.903], [-5.225, -4.663, -2.690], [-6.010, -3.899, -2.204], [-5.232, -4.988, -3.995], [-2.091, -4.089, -1.886], [-1.283, -3.146, -1.353], [-0.085, -2.804, -2.063], [0.179, -3.503, -3.235], [4.621, -2.816, -0.667], [3.062, -2.043, -0.177], [4.279, -1.112, -0.994], [2.701, -3.447, -2.212], [3.832, -2.433, -3.077], [2.279, -0.414, -2.216], [1.710, -1.432, -3.497], [2.630, -0.393, 0.301], [-0.255, -0.404, 2.163], [-1.723, -1.412, 2.236], [-1.627, 1.350, 1.731], [-3.046, 0.315, 1.630], [-3.910, 1.538, 0.078], [-3.581, 0.693, -1.463], [-3.307, 2.882, -2.228], [-2.715, 3.459, -0.653], [-1.653, 2.498, -1.651], [-4.523, -6.085, -1.212], [-3.527, -5.904, -2.623], [-5.580, -4.208, -4.458], [0.678, -2.957, -3.924], [-0.659, -3.853, -3.685], [3.312, 3.355, 2.405], [4.130, 2.097, 2.869], [3.953, 1.128, 1.972], [2.249, 3.131, 2.338], [3.446, 4.152, 3.134], [3.662, 3.711, 1.439], [3.771, 1.888, 3.898], [5.168, 2.449, 3.015], [-3.237, -5.178, 2.073], [2.047, -3.223, 0.922], [3.669, 8.766, 3.084], [4.556, 8.136, 2.034], [4.086, 6.796, 2.009], [2.776, 6.820, 2.379], [2.019, 5.919, 2.224], [2.461, 8.007, 2.942], [5.858, 8.143, 2.395], [4.073, 8.624, 4.087], [3.485, 9.823, 2.915], [4.459, 8.569, 1.038]], "e_homo_ev": -10.62, "total_energy_ha": -3067.486733, "fmax_ev_per_a": 1.32, "charge": 2}

[3]
{"formula": "C23H30Cl2F5IN2O19P3", "method": "ωB97M-V with the def2-TZVPD basis set", "species": ["C", "C", "Cl", "C", "Cl", "C", "P", "C", "O", "C", "P", "O", "O", "O", "O", "C", "O", "C", "N", "C", "P", "O", "I", "N", "C", "C", "F", "H", "H", "H", "H", "H", "H", "H", "H", "H", "H", "H", "H", "H", "H", "H", "H", "H", "H", "C", "C", "O", "C", "O", "O", "F", "H", "H", "H", "C", "C", "O", "C", "O", "O", "F", "H", "H", "H", "C", "C", "O", "C", "O", "O", "F", "H", "H", "H", "C", "C", "O", "C", "O", "O", "F", "H", "H", "H"], "coordinates": [[3.792, 2.770, -4.379], [2.347, 3.132, -3.718], [1.112, 3.725, -4.892], [2.078, 2.969, -2.319], [3.552, 2.269, -1.433], [0.668, 3.351, -1.593], [0.138, 5.165, -2.038], [1.704, 6.293, -2.100], [-0.836, 5.874, -0.826], [-0.444, 2.394, -2.272], [-2.042, 3.140, -2.904], [-1.976, 3.932, -4.225], [-3.050, 1.777, -3.282], [-2.961, 4.065, -1.828], [-0.828, 1.259, -1.400], [-1.435, 1.716, -0.175], [-1.615, 0.479, 0.634], [-1.169, -0.620, -0.191], [-0.498, -1.566, -0.559], [-0.513, 2.826, 0.622], [-0.306, 1.965, 2.351], [0.317, 3.037, 3.519], [1.424, 0.166, 2.203], [0.783, 3.130, -0.077], [1.716, 4.071, 0.611], [1.134, 5.256, 1.485], [2.567, 3.287, 1.513], [4.153, 1.719, -4.080], [3.752, 2.865, -5.515], [4.534, 3.506, -3.878], [1.704, 7.061, -1.253], [2.661, 5.664, -2.174], [1.602, 6.852, -3.112], [-1.049, 6.800, -1.098], [0.032, 1.850, -3.182], [-3.063, 1.667, -4.270], [-3.796, 4.388, -2.241], [-2.531, 2.084, -0.300], [-1.212, 3.746, 0.734], [0.817, 2.549, 4.238], [1.267, 2.191, -0.030], [2.489, 4.541, -0.115], [1.564, 5.209, 2.561], [1.516, 6.268, 1.064], [0.001, 5.351, 1.563], [0.628, -4.542, -1.997], [0.239, -4.632, -3.437], [1.086, -5.644, -3.939], [1.334, -6.466, -2.880], [1.787, -7.571, -2.977], [0.996, -5.880, -1.697], [0.515, -3.476, -4.089], [1.487, -3.884, -1.832], [-0.195, -4.209, -1.363], [-0.806, -4.911, -3.604], [-5.459, 0.201, 0.802], [-4.487, 0.591, 1.869], [-5.008, -0.027, 3.026], [-5.664, -1.136, 2.578], [-6.000, -2.046, 3.277], [-5.882, -1.084, 1.231], [-4.489, 1.935, 2.061], [-6.323, 0.870, 0.752], [-4.996, 0.152, -0.186], [-3.465, 0.243, 1.696], [3.359, -0.633, 5.868], [3.349, -0.444, 7.351], [2.963, 0.909, 7.501], [2.188, 1.185, 6.419], [1.464, 2.139, 6.330], [2.324, 0.244, 5.445], [4.588, -0.598, 7.868], [4.304, -0.328, 5.409], [3.144, -1.663, 5.577], [2.642, -1.089, 7.882], [0.033, -9.246, -1.151], [-0.302, -10.690, -0.959], [-1.071, -10.689, 0.226], [-1.684, -9.472, 0.260], [-2.615, -9.207, 0.964], [-1.110, -8.595, -0.613], [0.816, -11.423, -0.745], [0.921, -8.940, -0.591], [0.174, -8.987, -2.200], [-0.883, -11.129, -1.775]], "e_homo_ev": -11.88, "total_energy_ha": -5174.611492, "fmax_ev_per_a": 7.76, "charge": 1}

[4]
{"formula": "C23H30CrNP", "method": "ωB97M-V with the def2-TZVPD basis set", "species": ["C", "C", "C", "C", "C", "C", "C", "C", "N", "Cr", "C", "P", "H", "H", "H", "H", "H", "H", "H", "H", "C", "C", "H", "C", "C", "H", "H", "H", "H", "H", "H", "H", "H", "H", "H", "H", "H", "H", "H", "C", "C", "C", "C", "C", "C", "C", "C", "C", "C", "H", "H", "H", "H", "H", "H", "H"], "coordinates": [[0.593, 1.148, -3.791], [0.930, 2.034, -2.778], [0.456, 1.826, -1.469], [-0.199, 0.644, -1.111], [-0.523, -0.255, -2.139], [-0.126, 0.008, -3.464], [0.696, 2.991, -0.520], [-0.209, 3.255, 0.704], [-1.410, 2.347, 0.708], [-0.420, 0.620, 1.052], [-1.246, -1.579, -1.993], [-2.260, -1.833, -0.517], [1.554, 2.904, -2.984], [-0.405, -0.692, -4.256], [0.890, 1.356, -4.819], [-0.525, -2.412, -2.043], [-1.943, -1.718, -2.838], [1.744, 2.930, -0.183], [0.665, 3.912, -1.115], [0.361, 3.159, 1.641], [-2.833, -3.516, -0.196], [-3.550, -0.592, -0.501], [-0.560, 4.299, 0.671], [-2.240, 2.782, -0.456], [-2.284, 2.485, 1.911], [-1.406, -1.786, 0.599], [-2.589, 3.800, -0.229], [-1.675, 2.844, -1.384], [-3.122, 2.155, -0.601], [-2.990, 3.322, 1.779], [-2.891, 1.579, 2.038], [-1.713, 2.656, 2.830], [-4.503, -1.027, -0.822], [-3.665, -0.199, 0.514], [-3.313, 0.249, -1.161], [-3.475, -3.935, -0.982], [-1.944, -4.151, -0.034], [-3.389, -3.477, 0.755], [0.010, 1.324, 2.552], [3.192, -4.083, 0.885], [1.878, -3.796, 0.447], [1.341, -2.528, 0.621], [2.053, -1.485, 1.256], [1.546, -0.178, 1.494], [2.386, 0.806, 1.974], [3.731, 0.525, 2.340], [4.220, -0.758, 2.234], [3.414, -1.778, 1.675], [3.939, -3.078, 1.495], [3.619, -5.081, 0.756], [1.287, -4.579, -0.033], [0.340, -2.318, 0.251], [2.022, 1.825, 2.124], [4.359, 1.335, 2.702], [5.225, -1.020, 2.569], [4.961, -3.265, 1.844]], "e_homo_ev": [-6.15, -6.40], "s_squared": 6.0467, "total_energy_ha": -2334.776857, "multiplicity": 5, "fmax_ev_per_a": 2.36}

[5]
{"formula": "C23H30GeNaO3S3", "method": "ωB97M-V with the def2-TZVPD basis set", "species": ["Na", "O", "C", "C", "O", "O", "C", "C", "C", "C", "C", "C", "C", "C", "C", "C", "C", "C", "H", "H", "H", "H", "H", "H", "H", "H", "H", "H", "H", "S", "C", "S", "S", "C", "C", "C", "C", "Ge", "C", "C", "C", "C", "H", "H", "H", "H", "H", "H", "H", "H", "H", "H", "H", "H", "H", "H", "H", "H", "H", "H", "H"], "coordinates": [[-0.946, 1.672, -2.223], [-1.888, 0.522, -0.474], [-2.046, -0.876, -0.757], [-1.181, -1.151, -2.062], [-0.425, -2.127, -2.021], [-1.402, -0.358, -3.011], [-3.481, -1.212, -1.127], [-4.497, -0.270, -1.081], [-5.798, -0.614, -1.439], [-6.090, -1.901, -1.857], [-5.070, -2.846, -1.925], [-3.779, -2.504, -1.565], [-1.535, -1.644, 0.455], [-2.343, -2.436, 1.262], [-1.827, -3.052, 2.401], [-0.500, -2.876, 2.750], [0.314, -2.074, 1.955], [-0.200, -1.468, 0.823], [-2.386, 0.761, 0.315], [-4.278, 0.751, -0.793], [-6.579, 0.135, -1.402], [-7.101, -2.166, -2.141], [-5.284, -3.851, -2.268], [-2.975, -3.229, -1.632], [-3.385, -2.583, 1.012], [-2.476, -3.666, 3.013], [-0.097, -3.354, 3.635], [1.355, -1.925, 2.219], [0.442, -0.855, 0.203], [0.197, 6.282, -0.585], [-0.310, 4.788, -1.063], [0.838, 3.822, -2.136], [-1.761, 4.002, -0.695], [3.721, 2.670, 2.628], [2.392, 2.136, 3.154], [1.499, 1.508, 2.087], [0.977, 2.486, 1.020], [2.068, 2.729, -0.591], [2.466, 1.010, -1.459], [3.695, 0.293, -0.890], [3.969, -1.060, -1.552], [2.931, -2.125, -1.202], [4.344, 3.047, 3.440], [3.573, 3.489, 1.923], [4.283, 1.886, 2.111], [1.843, 2.949, 3.639], [2.584, 1.389, 3.930], [0.641, 1.051, 2.587], [2.033, 0.673, 1.621], [0.758, 3.465, 1.454], [0.023, 2.128, 0.628], [3.388, 3.495, -0.386], [2.614, 1.198, -2.527], [1.579, 0.369, -1.388], [3.575, 0.133, 0.187], [4.570, 0.942, -0.998], [4.964, -1.403, -1.251], [4.006, -0.922, -2.638], [2.860, -2.251, -0.116], [3.203, -3.094, -1.625], [1.933, -1.887, -1.573]], "e_homo_ev": -4.64, "total_energy_ha": -4554.103885, "de_lowest_ev": 0.415, "fmax_ev_per_a": 0.40, "charge": -1}

[6]
{"formula": "C23H30N2O3", "method": "ωB97M-V with the def2-TZVPD basis set", "species": ["C", "C", "O", "C", "C", "C", "C", "O", "O", "H", "H", "H", "H", "H", "H", "H", "H", "H", "C", "N", "C", "C", "C", "C", "C", "C", "C", "C", "C", "C", "N", "C", "C", "C", "C", "C", "C", "H", "H", "H", "H", "H", "H", "H", "H", "H", "H", "H", "H", "H", "H", "H", "H", "H", "H", "H", "H", "H"], "coordinates": [[-4.530, 3.476, 1.724], [-3.272, 4.305, 1.708], [-2.152, 3.415, 1.653], [-0.986, 4.150, 1.637], [0.165, 3.258, 1.585], [1.488, 3.776, 1.695], [2.646, 2.794, 1.672], [1.725, 4.988, 1.808], [-1.039, 5.373, 1.659], [-5.400, 4.133, 1.735], [-4.597, 2.836, 0.842], [-4.574, 2.843, 2.613], [-3.262, 4.978, 0.839], [-3.207, 4.930, 2.611], [-0.057, 2.206, 1.449], [2.319, 1.751, 1.687], [3.253, 2.971, 0.772], [3.307, 2.987, 2.529], [-5.395, -2.269, 0.689], [-4.248, -3.032, 1.165], [-4.502, -4.460, 1.186], [-2.942, -2.532, 1.052], [-2.281, -1.956, 2.170], [-1.043, -1.365, 2.027], [-0.364, -1.302, 0.762], [0.915, -0.672, 0.688], [1.939, -0.815, -0.297], [3.251, -0.284, -0.041], [4.232, -0.240, -1.010], [3.989, -0.757, -2.312], [4.958, -0.662, -3.319], [5.652, -1.845, -3.795], [4.926, 0.402, -4.312], [2.746, -1.373, -2.557], [1.778, -1.439, -1.573], [-1.084, -1.835, -0.350], [-2.276, -2.517, -0.191], [-5.257, -1.202, 0.911], [-5.559, -2.396, -0.397], [-6.283, -2.651, 1.213], [-3.737, -4.978, 1.777], [-5.487, -4.605, 1.645], [-4.536, -4.898, 0.174], [-2.790, -1.978, 3.137], [-0.559, -0.915, 2.898], [1.185, -0.076, 1.562], [3.478, 0.097, 0.958], [5.211, 0.201, -0.804], [5.887, -2.516, -2.960], [5.073, -2.399, -4.552], [6.582, -1.507, -4.267], [4.600, 1.341, -3.847], [5.944, 0.510, -4.712], [4.254, 0.161, -5.156], [2.562, -1.778, -3.555], [0.871, -1.977, -1.818], [-0.748, -1.654, -1.367], [-2.766, -2.999, -1.040]], "e_homo_ev": -6.06, "total_energy_ha": -1229.457475, "de_lowest_ev": 7.140, "fmax_ev_per_a": 1.24}

[7]
{"formula": "C23H30N2O4S", "method": "ωB97M-V with the def2-TZVPD basis set", "species": ["C", "C", "H", "H", "O", "C", "C", "C", "C", "C", "C", "H", "H", "S", "O", "O", "N", "H", "C", "H", "C", "C", "O", "N", "C", "H", "C", "H", "C", "C", "C", "H", "H", "H", "H", "H", "C", "C", "C", "C", "C", "C", "C", "H", "H", "H", "H", "H", "H", "H", "H", "H", "H", "H", "H", "H", "H", "H", "H", "H"], "coordinates": [[-8.241, -1.041, 0.002], [-7.416, -2.302, 0.236], [-7.120, -2.762, -0.714], [-8.004, -3.030, 0.802], [-6.281, -2.066, 1.051], [-5.186, -1.459, 0.539], [-5.004, -1.106, -0.799], [-3.823, -0.503, -1.196], [-2.829, -0.253, -0.274], [-2.992, -0.600, 1.055], [-4.163, -1.201, 1.461], [-4.322, -1.488, 2.488], [-2.192, -0.401, 1.750], [-1.352, 0.589, -0.799], [-0.279, 0.263, 0.108], [-1.120, 0.352, -2.196], [-1.847, 2.180, -0.615], [-1.682, 2.464, 0.346], [-1.189, 3.127, -1.498], [-1.490, 2.876, -2.517], [0.339, 3.062, -1.387], [0.768, 3.140, 0.074], [-0.009, 3.510, 0.943], [2.044, 2.814, 0.360], [2.993, 2.225, -0.558], [2.766, 2.509, -1.584], [2.999, 0.705, -0.391], [3.713, 0.259, -1.086], [3.355, 0.338, 1.051], [2.388, 1.054, 1.996], [2.400, 2.561, 1.743], [1.669, 3.067, 2.376], [3.394, 2.981, 1.931], [2.649, 0.853, 3.037], [1.379, 0.682, 1.806], [4.380, 0.670, 1.261], [3.275, -1.183, 1.263], [4.280, -1.912, 0.419], [3.907, -2.517, -0.774], [4.846, -3.159, -1.564], [6.172, -3.203, -1.170], [6.554, -2.604, 0.018], [5.614, -1.964, 0.805], [5.917, -1.502, 1.735], [7.587, -2.638, 0.333], [6.905, -3.704, -1.785], [4.541, -3.626, -2.489], [2.873, -2.484, -1.085], [2.264, -1.510, 1.014], [3.457, -1.399, 2.318], [2.002, 0.319, -0.612], [3.982, 2.628, -0.308], [0.791, 3.879, -1.953], [0.659, 2.109, -1.809], [-1.556, 4.123, -1.240], [-3.656, -0.229, -2.225], [-5.766, -1.298, -1.537], [-8.552, -0.622, 0.956], [-9.125, -1.286, -0.581], [-7.664, -0.289, -0.530]], "e_homo_ev": -8.85, "smiles": "CCOc1ccc(S(=O)(=O)NCCC(=O)N2CCC(Cc3ccccc3)CC2)cc1", "total_energy_ha": -1703.111237, "de_lowest_ev": 0.250, "fmax_ev_per_a": 0.94}